Formula: C16H9F2N3OS
Source: the OMol25 dataset
Level of theory: the ωB97M-V functional and the def2-TZVPD basis

Results
- Orbital gap: 8.551 eV
- HOMO energy: -8.167 eV
- Strongest force on any atom: 2.5 eV/Å
- SMILES: Oc1nnc(-c2ccc3[nH]cc(-c4ccc(F)cc4F)c3c2)s1
- LUMO energy: 0.38 eV
- Total charge: 0
- Spin multiplicity: 1

```
32
Properties=species:S:1:pos:R:3:forces:R:3:lowdin_charge:R:1
O -6.236339 0.552775 0.895203 0.973 0.519 -0.202 0.0185
C -5.046883 -0.068945 1.098409 -1.356 0.111 -0.106 -0.7106
N -5.079252 -1.207554 1.686540 0.344 -0.459 0.123 0.0044
N -3.847611 -1.776291 1.785825 1.079 0.714 -0.182 0.0195
C -2.912105 -1.009388 1.295244 0.646 -0.735 -0.018 -0.5285
C -1.463470 -1.369739 1.195408 -0.140 -0.301 -0.111 -0.2130
C -1.019173 -2.635362 1.676033 -0.009 -0.323 -0.149 -0.0289
C 0.305953 -3.017609 1.515167 0.021 0.161 0.144 -0.0015
C 1.207181 -2.142555 0.856799 -0.337 -0.261 0.752 -0.2246
N 2.553413 -2.205680 0.633070 1.888 -0.132 -0.849 0.0739
C 2.990831 -1.120328 -0.186931 -0.819 -0.888 0.904 -0.0232
C 1.917333 -0.337986 -0.408282 -1.982 1.601 0.090 -0.1033
C 1.902187 1.036772 -1.074942 0.431 -0.530 0.723 -0.0740
C 2.981512 1.920302 -0.787367 -1.588 -0.216 -1.410 -0.0105
C 3.063198 3.167425 -1.417957 -0.247 0.147 0.422 -0.0153
C 2.032026 3.652877 -2.212478 -0.284 -1.835 0.158 -0.2477
F 2.102977 4.864401 -2.810309 -0.116 -0.678 0.416 0.0660
C 0.943361 2.791431 -2.462646 0.758 0.630 0.215 0.0686
C 0.876042 1.518176 -1.927552 1.709 -0.132 0.699 -0.2211
F -0.122768 0.699183 -2.300572 0.040 0.237 0.147 0.0821
C 0.759346 -0.952096 0.318174 0.310 1.330 -1.196 -0.1006
C -0.567411 -0.542783 0.520289 -0.174 -0.453 0.170 0.0053
S -3.485332 0.485205 0.589196 -0.808 -0.199 0.338 1.1277
H -6.883256 -0.027562 1.323280 -0.002 0.008 -0.042 0.1131
H -1.748958 -3.351960 2.121201 0.695 0.852 -0.335 0.1233
H 0.631884 -3.984979 1.890151 0.010 0.170 -0.069 0.1070
H 3.201615 -2.852175 1.070321 -0.449 0.114 -0.331 0.1533
H 3.999605 -0.966142 -0.574523 -0.334 -0.461 0.463 0.1305
H 3.755915 1.592317 -0.115126 0.109 0.011 0.066 0.1097
H 3.913156 3.775514 -1.213837 0.479 0.501 0.034 0.1058
H 0.180672 3.105209 -3.116255 -0.884 0.360 -0.716 0.1146
H -0.905649 0.407548 0.138466 0.038 0.142 -0.148 0.0793
```
Positions in Å, forces in eV/Å.

***

Formula: C16H9I2NO4ReS2
Source: the OMol25 dataset
Level of theory: the ωB97M-V functional and the def2-TZVPD basis

Results
- Orbital gap (alpha / beta): 5.301 / 5.296 eV
- HOMO energy (alpha / beta): -11.473 / -11.473 eV
- Strongest force on any atom: 0.9 eV/Å
- LUMO energy (alpha / beta): -6.17 / -6.18 eV
- Total charge: +1
- Spin multiplicity: 1

```
35
Properties=species:S:1:pos:R:3:forces:R:3:lowdin_charge:R:1
Re -1.818651 -0.927388 -0.337694 -0.092 -0.632 0.611 1.4020
I -0.686163 -1.568450 4.689139 -0.042 0.011 0.003 1.0247
C 0.547055 -1.573498 3.034982 0.138 -0.001 0.024 -0.6481
C 1.941925 -1.792629 3.174132 -0.032 0.009 -0.009 -0.1885
C 2.788549 -1.827211 2.098992 -0.101 0.026 -0.035 -0.6590
I 4.811164 -2.176661 2.409925 0.062 -0.012 0.015 1.0055
C 2.276104 -1.634774 0.783418 0.005 -0.014 0.041 -0.1883
C 3.003164 -1.682732 -0.421978 0.051 0.000 0.012 0.0073
C 2.362528 -1.502627 -1.621182 -0.039 0.022 -0.003 -0.0059
C 0.985567 -1.263095 -1.646749 0.058 0.001 0.034 -0.0790
N 0.272447 -1.214292 -0.533560 0.191 0.071 -0.019 -0.0422
C 0.898640 -1.400148 0.671846 -0.003 0.050 -0.144 -0.1337
C 0.039908 -1.373659 1.784426 -0.094 0.124 -0.018 -0.3700
O -1.254580 -1.215150 1.457685 0.244 -0.269 0.448 -0.2520
H 2.333367 -1.945474 4.170367 0.011 0.000 -0.002 0.0886
H 4.068782 -1.868958 -0.390820 -0.003 -0.001 -0.011 0.0810
H 2.902301 -1.542125 -2.555590 0.001 0.001 0.000 0.1234
H 0.458957 -1.107148 -2.577575 -0.017 -0.031 0.000 0.1082
O -4.368951 -3.821684 -1.088243 0.004 -0.046 -0.043 -0.2187
S -3.334105 -2.924299 -0.770419 -0.068 0.548 0.298 0.2895
O -2.040954 -3.338668 -0.222508 -0.200 -0.299 -0.071 -0.3978
O -3.727058 -1.703307 0.100045 0.065 -0.225 -0.430 -0.4780
S -2.502076 -1.686865 -2.348979 -0.110 -0.024 -0.280 0.5158
C -1.572274 0.770535 -0.586001 0.033 0.752 -0.474 -0.1514
C -1.199169 2.129128 -0.713911 -0.101 -0.150 0.078 -0.2810
C -1.430043 3.004110 0.358121 0.024 0.087 -0.012 -0.0096
C -1.043416 4.324977 0.239948 -0.017 -0.052 0.006 -0.0439
C -0.440239 4.766897 -0.932355 0.019 0.050 -0.011 -0.0340
C -0.215896 3.901474 -1.997891 -0.024 -0.048 0.008 -0.0475
C -0.595380 2.577327 -1.897112 0.044 0.072 -0.018 -0.0192
H -1.906088 2.641368 1.259340 -0.002 -0.009 -0.003 0.1272
H -1.214551 5.013489 1.055498 0.000 -0.001 0.001 0.1188
H -0.144820 5.804132 -1.019699 -0.001 -0.002 0.001 0.1195
H 0.246230 4.264987 -2.904973 0.001 0.001 0.000 0.1175
H -0.442268 1.892412 -2.720638 -0.008 -0.009 0.004 0.1187
```
Positions in Å, forces in eV/Å.

***

Formula: C17H10Cl60N2Si
Source: the OMol25 dataset
Level of theory: the ωB97M-V functional and the def2-TZVPD basis

Results
- Orbital gap: 9.025 eV
- HOMO energy: -9.051 eV
- Strongest force on any atom: 0.9 eV/Å
- LUMO energy: -0.03 eV
- Total charge: 0
- Spin multiplicity: 1

```
90
Properties=species:S:1:pos:R:3:forces:R:3:lowdin_charge:R:1
N -2.984793 -1.470816 0.799703 -0.067 0.342 0.086 -0.0184
C -2.950356 -0.159281 0.155216 0.088 -0.448 -0.593 -0.3490
C -1.743483 0.085441 -0.768094 0.203 0.227 0.364 -0.3682
Si -0.151025 0.580761 0.103450 0.165 0.539 -0.386 0.5210
N -0.267507 2.119282 0.940202 -0.241 -0.863 -0.138 -0.1275
H -2.437049 -2.165552 0.314898 0.121 0.010 0.097 0.0657
H -2.767482 -1.453990 1.784939 0.174 -0.078 -0.171 -0.0110
H -2.978505 0.633082 0.905998 -0.189 -0.067 0.068 0.0980
H -3.851552 -0.078627 -0.462228 -0.046 0.219 0.135 0.0841
H -1.523280 -0.761250 -1.426837 -0.228 -0.091 0.064 0.0393
H -2.007448 0.914194 -1.437804 0.143 -0.018 -0.021 0.0477
H 0.357009 -0.445404 1.035598 -0.096 -0.004 0.195 -0.0394
H 0.879289 0.747506 -0.954409 -0.015 -0.091 -0.051 -0.0689
H -0.539439 2.013066 1.909064 -0.002 0.294 0.035 -0.0356
H -0.879872 2.781411 0.480157 0.054 0.145 0.144 0.0283
C -3.110620 -0.210737 -4.860569 -0.030 0.050 0.075 -2.0188
Cl -2.879319 -1.212720 -6.302122 -0.072 -0.134 0.286 0.5123
Cl -1.577438 0.557619 -4.429506 -0.280 -0.142 0.175 0.4965
Cl -4.315424 1.040069 -5.178204 -0.004 -0.061 -0.016 0.5329
Cl -3.654679 -1.215713 -3.514464 -0.032 -0.056 -0.062 0.5584
C 1.538584 4.217552 3.617731 0.026 -0.110 -0.221 -2.0375
Cl 0.189418 5.327218 3.338484 0.025 -0.012 0.001 0.5245
Cl 2.428203 3.969174 2.116746 0.071 0.117 0.088 0.5066
Cl 2.612790 4.891004 4.849377 -0.051 -0.026 -0.010 0.5326
Cl 0.911534 2.656265 4.165584 0.007 0.128 0.108 0.4896
C 2.294053 1.807412 -6.773908 0.050 -0.011 0.084 -2.0260
Cl 3.391923 0.443589 -6.558490 -0.116 -0.098 -0.384 0.5114
Cl 3.093371 3.295127 -6.238337 -0.035 -0.039 -0.028 0.5031
Cl 1.842224 1.960490 -8.473504 -0.014 -0.015 0.053 0.5258
Cl 0.845116 1.533438 -5.797583 0.264 0.140 -0.307 0.4772
C 0.071945 -0.828762 6.167403 -0.016 -0.023 0.058 -2.0433
Cl 0.912349 -2.378491 6.261360 -0.044 0.035 -0.039 0.5343
Cl 1.170813 0.466381 6.649965 -0.066 -0.127 0.063 0.5143
Cl -0.473147 -0.550360 4.501990 0.055 -0.022 -0.024 0.4790
Cl -1.335371 -0.851631 7.234598 0.037 0.008 -0.015 0.5290
C -4.548998 -3.928259 3.559073 -0.032 -0.036 -0.108 -2.0270
Cl -3.599615 -5.418517 3.604890 -0.013 0.021 0.027 0.5306
Cl -3.514786 -2.567199 4.024689 -0.023 -0.034 0.119 0.5235
Cl -5.180048 -3.681133 1.934570 -0.011 -0.029 0.127 0.5488
Cl -5.893349 -4.048348 4.703970 0.316 -0.369 -0.069 0.4872
C -9.104245 -0.812482 5.741140 0.008 -0.005 0.036 -2.0313
Cl -9.019919 -0.254453 7.415725 0.142 0.004 -0.062 0.5025
Cl -8.975244 0.569123 4.646694 0.006 -0.037 0.036 0.5332
Cl -7.781854 -1.944226 5.420065 -0.342 0.396 0.046 0.4808
Cl -10.652243 -1.628512 5.490883 0.059 0.153 -0.163 0.4960
C 5.280614 0.145076 -2.742172 -0.047 0.042 0.010 -2.0254
Cl 3.980119 -0.509854 -1.740022 0.006 0.024 0.004 0.5221
Cl 5.956614 -1.147596 -3.743123 -0.024 0.009 0.016 0.5119
Cl 4.635909 1.413241 -3.785295 0.234 0.066 0.294 0.4729
Cl 6.545345 0.811565 -1.702163 -0.027 0.029 -0.050 0.5143
C -2.281483 2.301497 -9.518031 -0.006 -0.001 0.056 -2.0290
Cl -3.841202 2.701904 -10.248268 0.033 -0.025 0.011 0.5187
Cl -1.565937 3.760413 -8.820037 -0.011 -0.024 -0.026 0.5218
Cl -2.526225 1.096391 -8.246920 0.118 0.212 -0.288 0.4855
Cl -1.194159 1.645716 -10.750099 -0.012 -0.115 0.173 0.4935
C 8.802081 -3.077200 -1.480489 -0.024 -0.054 0.060 -2.0469
Cl 7.994145 -2.160787 -0.197858 -0.088 -0.199 -0.110 0.4929
Cl 9.350219 -1.964481 -2.741984 0.030 -0.020 0.048 0.5036
Cl 10.192314 -3.951491 -0.819407 -0.177 -0.182 -0.088 0.5078
Cl 7.663052 -4.236583 -2.173882 0.007 0.025 -0.004 0.5250
C -2.806180 3.333685 -14.412002 -0.005 0.008 0.019 -2.0519
Cl -4.221690 4.358758 -14.677123 0.021 -0.021 0.006 0.5228
Cl -1.798939 3.330985 -15.864262 -0.021 0.000 0.025 0.5248
Cl -1.874826 3.955695 -13.047800 -0.010 0.157 -0.193 0.4971
Cl -3.333523 1.683665 -14.058084 0.008 0.019 -0.003 0.5131
C -12.413794 -5.290809 7.292644 0.011 -0.003 0.037 -2.0547
Cl -11.483444 -6.792076 7.349154 -0.021 0.029 -0.004 0.5242
Cl -11.364689 -3.929617 7.697337 -0.067 -0.164 0.144 0.4901
Cl -13.062722 -5.061114 5.663430 0.007 0.000 0.012 0.5186
Cl -13.746300 -5.377512 8.450190 0.025 0.002 -0.028 0.5241
C 12.152575 -1.053408 1.429001 -0.039 -0.002 -0.009 -2.0254
Cl 11.006264 -0.945170 0.092866 0.316 0.417 0.148 0.4921
Cl 12.411396 0.549306 2.126123 0.004 -0.038 -0.013 0.5357
Cl 11.508677 -2.139342 2.666306 0.010 0.005 -0.020 0.5312
Cl 13.693665 -1.691148 0.835738 -0.367 0.154 -0.174 0.4865
C -12.165355 1.082334 10.318182 -0.020 -0.019 -0.012 -2.0566
Cl -12.072350 0.031200 8.903189 -0.122 0.003 0.057 0.4932
Cl -10.569450 1.776279 10.635344 -0.009 -0.006 -0.004 0.5162
Cl -13.322634 2.382677 10.014949 0.026 -0.023 0.009 0.5244
Cl -12.687526 0.142483 11.720671 0.014 0.020 -0.024 0.5234
C 3.238795 4.704592 -1.651032 -0.059 -0.115 -0.008 -2.0438
Cl 2.393786 3.155569 -1.753465 -0.054 0.116 0.091 0.4941
Cl 2.155735 5.926297 -0.974780 0.034 -0.007 -0.032 0.5207
Cl 4.656332 4.523258 -0.608468 -0.021 0.013 -0.033 0.5153
Cl 3.756581 5.206865 -3.265050 0.027 0.028 0.032 0.5110
C 17.824594 -3.047397 2.625007 0.031 -0.026 -0.059 -2.0493
Cl 16.300202 -2.746111 1.779064 0.360 -0.124 0.244 0.4741
Cl 18.452175 -1.522826 3.260202 -0.012 -0.026 -0.013 0.5235
Cl 17.541002 -4.169985 3.959568 0.003 0.019 -0.026 0.5230
Cl 18.999704 -3.747687 1.504751 -0.032 0.017 0.026 0.5210
```
Positions in Å, forces in eV/Å.